# 1
Entry from the Open Molecules 2025 dataset: a molecular structure, C16H41GaINPS (ωB97M-V/def2-TZVPD).

Each line ends with the natural charge from an NBO analysis.
Atoms and positions in Å:
C -1.06808 1.11515 -2.69304  -0.408
N 0.30837 0.72926 -2.34110  -0.626
C 0.32302 -0.11058 -1.11117  -0.734
Ga 1.06171 0.86361 0.52389  0.923
S -0.24168 2.71735 0.99520  -0.659
I 3.44288 1.76184 -0.09463  -0.475
P 1.16351 -0.69863 2.25947  0.172
C -0.56067 -1.38054 2.31043  -0.917
C 1.45482 0.14904 3.87727  -0.913
H -1.55536 1.52011 -1.81652  0.194
H -1.01577 1.87405 -3.47146  0.180
H -1.64491 0.27335 -3.08507  0.152
H 0.61150 0.11396 -3.08886  0.334
H 0.97413 -0.96852 -1.25479  0.198
H -0.66887 -0.49381 -0.86099  0.169
H -1.26279 2.66323 0.13553  0.124
H -1.31459 -0.67453 2.65502  0.210
H -0.57839 -2.27789 2.91975  0.205
H -0.81617 -1.63900 1.28901  0.226
H 0.74322 0.93726 4.10403  0.211
H 2.46665 0.53355 3.87257  0.232
H 1.40855 -0.59716 4.66769  0.204
C 1.10134 3.21462 -6.15019  -0.611
C 0.99475 4.70854 -5.86115  -0.399
C -0.43114 5.16871 -5.56291  -0.399
C -1.42624 4.96582 -6.70678  -0.396
C -1.04413 5.64544 -8.02081  -0.397
C -0.94703 7.16458 -7.91347  -0.609
H 0.53087 2.93042 -7.03699  0.190
H 2.13986 2.92856 -6.32083  0.210
H 0.73259 2.63059 -5.30494  0.216
H 1.40810 5.27621 -6.70080  0.183
H 1.61939 4.94521 -4.99710  0.213
H -0.41108 6.22457 -5.27790  0.196
H -0.79847 4.63009 -4.68477  0.212
H -2.40424 5.33940 -6.38609  0.196
H -1.55979 3.89587 -6.88813  0.201
H -1.79485 5.39107 -8.77448  0.195
H -0.09600 5.24447 -8.38881  0.194
H -1.89492 7.59160 -7.57904  0.198
H -0.70389 7.60743 -8.88104  0.203
H -0.17210 7.46980 -7.20936  0.204
C 0.86888 -7.73547 6.69234  -0.610
C 0.04657 -6.62231 7.33521  -0.398
C -0.96124 -5.98207 6.38206  -0.396
C -0.34616 -5.29616 5.16073  -0.397
C 0.66823 -4.19941 5.48022  -0.405
C 0.07312 -3.03368 6.26475  -0.611
H 1.46850 -7.36419 5.86058  0.205
H 1.55265 -8.18068 7.41709  0.204
H 0.21978 -8.52820 6.31397  0.197
H 0.71747 -5.85972 7.73915  0.196
H -0.49733 -7.03246 8.19098  0.195
H -1.56608 -5.26149 6.93955  0.199
H -1.65795 -6.75224 6.03427  0.195
H -1.15467 -4.86575 4.56200  0.204
H 0.13108 -6.04515 4.52244  0.198
H 1.07339 -3.81926 4.53901  0.220
H 1.51674 -4.61689 6.03012  0.188
H -0.75039 -2.57627 5.71271  0.208
H 0.82595 -2.26360 6.43568  0.214
H -0.30264 -3.34910 7.24047  0.191

The calculation puts the gap between HOMO and LUMO at 6.7 eV. The total charge is -1. The value obtained for the HOMO energy is -4.1 eV.

=====

# 2
Entry from the Open Molecules 2025 dataset: 3 unconnected molecules or ions with the total composition C16H41IN3S (ωB97M-V/def2-TZVPD).

Each line ends with the natural charge from an NBO analysis.
Atoms and positions in Å:
N -0.33574 1.63620 0.12930  -0.825
C -1.27481 1.26757 1.16182  -0.339
S -2.29433 2.63964 1.79600  0.634
C -3.74805 2.89692 0.73822  -0.525
C -4.92947 2.02228 1.14506  -0.453
C -4.75014 0.51803 1.04013  -0.538
I -4.16901 -0.12027 -0.90637  0.128
H 0.58804 1.27529 0.34427  0.401
H -0.23100 2.63121 -0.02018  0.372
H -1.99673 0.53463 0.79122  0.242
H -0.80118 0.87762 2.06631  0.236
H -1.52895 3.66399 1.38351  0.171
H -3.46101 2.78312 -0.30727  0.268
H -3.99320 3.94518 0.92176  0.266
H -5.75286 2.33832 0.50143  0.255
H -5.22046 2.26646 2.17161  0.236
H -5.69094 0.01837 1.24982  0.257
H -4.01991 0.13484 1.75209  0.211
C -3.45832 -2.34918 -4.81427  -0.612
C -2.38146 -3.41916 -4.90669  -0.216
N -1.04180 -2.86320 -4.98059  -0.450
C -0.02940 -3.82240 -5.39325  -0.206
C 0.25807 -5.00756 -4.46597  -0.635
C -0.67555 -1.96855 -3.89836  -0.214
C -0.75421 -2.50899 -2.46324  -0.639
H -3.35365 -1.62606 -5.62403  0.216
H -4.44553 -2.80674 -4.88520  0.217
H -3.41437 -1.80815 -3.86654  0.181
H -2.53774 -3.99583 -5.82181  0.203
H -2.51047 -4.12833 -4.07326  0.158
H 0.89695 -3.26946 -5.56997  0.192
H -0.33926 -4.21106 -6.36739  0.194
H 0.80440 -4.70861 -3.57185  0.197
H 0.87050 -5.74221 -4.99102  0.218
H -0.65904 -5.50947 -4.15440  0.205
H -1.31176 -1.08146 -3.96499  0.184
H 0.33883 -1.61419 -4.09778  0.198
H -1.68735 -3.04604 -2.28292  0.204
H -0.71290 -1.67440 -1.75734  0.197
H 0.07060 -3.17864 -2.22543  0.209
C 1.67799 3.28307 3.84550  -0.620
C 2.26659 1.88398 3.73861  -0.208
N 3.35662 1.80460 2.78614  -0.462
C 3.73465 0.43904 2.44901  -0.202
C 4.30859 -0.44756 3.55728  -0.637
C 4.45756 2.73574 3.01349  -0.219
C 5.15504 2.69588 4.37654  -0.638
H 1.43305 3.66515 2.85004  0.190
H 0.76753 3.25472 4.44859  0.206
H 2.35309 3.99172 4.32304  0.223
H 1.49149 1.19514 3.37836  0.167
H 2.52892 1.53329 4.74821  0.174
H 4.44765 0.49082 1.62281  0.200
H 2.83992 -0.05052 2.04588  0.171
H 5.32181 -0.15766 3.82909  0.210
H 4.34661 -1.48270 3.21469  0.219
H 3.69421 -0.42280 4.45835  0.204
H 4.08078 3.74781 2.84793  0.190
H 5.18869 2.56414 2.22074  0.203
H 4.43822 2.67811 5.19941  0.201
H 5.76758 3.59008 4.49907  0.221
H 5.81001 1.83371 4.48472  0.210

The calculation puts the gap between HOMO and LUMO at 6.3 eV. The total charge is +1. The value obtained for the HOMO energy is -9.8 eV.